No. 1
Density functional theory data (ωB97M-V with the def2-TZVPD basis set) for a molecular structure, C13H21AsN4O5PRuS4.

The gap between HOMO and LUMO (spin up / spin down) is 4.78 / 4.78 eV. Its total energy is -146075.8358 eV. The energy above the lowest of the compared OMol25 structures with the same formula, charge and spin comes out at 46.89 kcal/mol. The net charge is -2. As for the spin multiplicity: 2. Its expectation value of S² is 0.7668.

Structure (XYZ):
```
50
Properties=species:S:1:pos:R:3:nbo_charge:R:1
Ru 0.22160 -0.99827 2.48244 0.92
O -2.85857 1.49481 1.02796 -0.74
C -1.96591 0.87592 1.63093 0.75
O -1.81660 -0.37399 1.75330 -0.68
C -0.97524 1.67308 2.44179 0.10
C -1.11722 2.99760 2.80914 -0.22
C -0.29877 3.49490 3.81898 -0.20
C 0.55334 2.63958 4.50032 -0.22
C 0.64527 1.32310 4.07654 0.11
N -0.02873 0.91774 2.99857 -0.36
C 1.21182 0.18545 4.88536 0.75
O 1.79091 0.42928 5.93546 -0.67
O 0.84237 -0.96455 4.43362 -0.61
H -1.88878 3.58806 2.33574 0.23
H -0.38736 4.53112 4.12588 0.20
H 1.11379 2.94164 5.37375 0.23
S 2.12056 -5.82128 2.12539 -0.88
As 1.55125 -3.83013 1.56875 0.54
S -0.34738 -3.33613 2.70319 -0.69
S 2.47890 -0.66757 2.06191 -0.27
S 3.09751 -2.51251 2.77122 -0.31
C -0.86406 -1.91564 -3.59325 -0.40
N -0.33914 -1.76565 -2.25666 -0.82
C 0.24058 -2.98256 -1.70474 -0.42
P -0.06717 -0.31843 -1.50991 2.46
O 0.19526 -0.47932 -0.06655 -1.11
N -1.36933 0.56238 -2.01482 -0.82
C -2.71235 0.00726 -1.82479 -0.43
C -1.36637 2.01920 -1.90013 -0.41
N 1.21401 0.50417 -2.19044 -0.81
C 2.51407 0.46065 -1.53803 -0.42
C 1.27796 0.70804 -3.61889 -0.40
H -1.64713 -2.68290 -3.60243 0.18
H -0.08300 -2.23546 -4.29609 0.17
H -1.29840 -0.98582 -3.95360 0.21
H -0.52691 -3.75516 -1.60157 0.19
H 0.66074 -2.80968 -0.71644 0.27
H 1.03285 -3.36285 -2.36140 0.16
H -2.66838 -1.07536 -1.72375 0.22
H -3.33398 0.25232 -2.69403 0.16
H -3.16275 0.41569 -0.91793 0.25
H -0.35128 2.40096 -1.99037 0.21
H -1.79253 2.33473 -0.94576 0.23
H -1.96919 2.44512 -2.71059 0.17
H 2.40540 0.17738 -0.49314 0.28
H 2.99554 1.44258 -1.60024 0.17
H 3.17398 -0.27272 -2.02095 0.17
H 0.27805 0.79062 -4.04305 0.21
H 1.80762 -0.10652 -4.13434 0.17
H 1.81314 1.63916 -3.83632 0.18
```

---

No. 2
Density functional theory data (ωB97M-V with the def2-TZVPD basis set) for 2 unconnected molecules or ions with the total composition C2H5NO2Se at a distorted geometry.

The gap between HOMO and LUMO is 7.64 eV. Its total energy is -73084.8341 eV. The energy above the lowest of the compared OMol25 structures with the same formula, charge and spin comes out at 22.69 kcal/mol. As for the spin multiplicity: 1. As for the structure (SMILES): O=C(O)C=[Se].N.

Structure (XYZ):
```
11
Properties=species:S:1:pos:R:3:nbo_charge:R:1
O 0.64438 2.22625 1.26760 -0.54
C 0.62756 1.03962 1.47000 0.70
O 1.77494 0.38079 1.72915 -0.66
C -0.64370 0.22883 1.47933 -0.40
Se -0.79565 -1.34547 2.23506 0.15
H 1.48852 -0.56724 1.42957 0.49
H -1.50108 0.78124 1.19321 0.21
N 0.15777 -0.62666 -0.79553 -1.07
H 0.84305 -0.62519 -1.68793 0.39
H -0.28384 -1.48300 -0.58899 0.37
H -0.66082 -0.13206 -1.14007 0.37
```

---

No. 3
Density functional theory data (ωB97M-V with the def2-TZVPD basis set) for a gas-phase ion, C6H12N3 (charge +1) at a distorted geometry.

The gap between HOMO and LUMO is 8.47 eV. Its total energy is -10878.3406 eV. The energy above the lowest of the compared OMol25 structures with the same formula, charge and spin comes out at 68.64 kcal/mol. The net charge is +1. As for the spin multiplicity: 1. As for the structure (SMILES): CC(C)([NH3+])n1ccnc1.

Structure (XYZ):
```
21
Properties=species:S:1:pos:R:3:nbo_charge:R:1
C -1.03866 0.80818 0.84818 -0.66
C 0.14431 -0.06573 0.39743 0.38
C 1.49289 0.40514 0.83302 -0.67
N -0.13954 -1.51604 0.74466 -0.73
N -0.02624 -0.05363 -1.23896 -0.39
C -0.98211 0.48049 -2.08458 -0.13
C -0.45323 0.40356 -3.33396 -0.07
N 0.70323 -0.25099 -3.29911 -0.41
C 0.89726 -0.55038 -2.07141 0.14
H -1.92062 0.53156 0.33262 0.24
H -1.14431 0.90999 1.92518 0.25
H -0.75932 1.75580 0.55879 0.26
H 2.24415 -0.32387 0.70599 0.23
H 1.75002 1.08458 0.10177 0.27
H 1.45906 0.79399 1.78979 0.25
H -0.03868 -1.54512 1.82985 0.46
H 0.63944 -2.26229 0.40481 0.48
H -1.07105 -1.71220 0.40801 0.46
H -1.68469 1.09116 -1.50608 0.22
H -0.75168 0.66191 -4.36970 0.25
H 1.83295 -0.94784 -1.67056 0.18
```

---

No. 4
Density functional theory data (ωB97M-V with the def2-TZVPD basis set) for 2 unconnected molecules or ions with the total composition CHNO2PS at a distorted geometry.

The gap between HOMO and LUMO (spin up / spin down) is 6.06 / 6.06 eV. Its total energy is -26761.9208 eV. The energy above the lowest of the compared OMol25 structures with the same formula, charge and spin comes out at 100.88 kcal/mol. The net charge is -1. As for the spin multiplicity: 1.

Structure (XYZ):
```
7
Properties=species:S:1:pos:R:3:nbo_charge:R:1
C -0.33870 1.18738 -0.67369 -0.08
N -0.29192 2.27551 -1.02475 -0.29
O -1.60062 -0.04263 1.23636 -1.00
O 2.32180 -0.52328 0.49389 -1.13
P -0.88046 -0.37303 0.00632 1.62
S -1.65077 -1.61533 -1.33190 -0.51
H 2.44066 -0.90863 1.29377 0.40
```